A molecular structure, C36H70BeCl2FKMgN4O13P at a distorted geometry, computed with the ωB97M-V functional and the def2-TZVPD basis.

XYZ file:
```
130
Properties=species:S:1:pos:R:3:forces:R:3:lowdin_charge:R:1
K -2.387 -3.202 -4.681 -1.13 -0.61 -2.27 0.983
Cl 4.961 -9.194 -0.004 -0.03 0.22 -0.20 0.560
Cl 8.266 -8.382 0.058 -0.01 -0.03 0.01 0.548
P 2.851 -6.237 -2.770 0.28 -0.53 -1.32 0.420
Mg 7.900 -2.641 -3.613 0.53 0.44 0.37 0.098
F -0.647 7.079 7.680 -0.20 0.09 0.45 -0.760
O 2.378 -6.387 -4.146 -0.28 0.21 -0.02 -0.212
O 2.572 -7.473 -1.852 0.22 0.49 0.59 -0.073
O 12.736 -4.086 -0.535 -0.68 0.04 -0.10 0.012
O -4.163 -7.004 -3.349 0.40 0.60 0.03 -0.608
O 12.204 -0.978 -2.088 1.00 -0.16 0.25 -0.006
O 4.379 -5.956 -2.618 -0.39 0.80 0.17 -0.149
O 5.190 -6.151 -5.433 0.98 1.92 1.78 -0.423
O 5.298 -3.488 -6.570 0.48 0.67 0.60 -0.099
O -0.899 8.599 0.921 0.48 -0.65 -0.90 0.023
O 2.771 -2.302 -4.309 -0.80 -0.59 -0.01 -0.052
O -8.084 2.372 3.315 -0.03 0.00 -0.02 0.070
O 1.803 10.219 -0.591 -0.29 0.44 0.40 0.020
O -7.124 0.505 3.777 0.02 -0.04 0.01 0.063
N 1.855 -4.920 -2.082 -0.29 -1.17 -0.51 0.007
N -7.583 1.585 4.093 0.08 0.06 -0.05 -0.355
N 0.537 -3.414 -3.382 -1.07 0.93 1.53 0.161
N 2.832 -3.320 -3.382 0.36 0.39 0.17 0.111
C 3.214 -2.862 -5.572 0.74 -0.35 -0.44 -0.114
C 4.922 -1.098 -6.125 -0.13 -0.34 0.18 -0.013
C -3.750 -1.548 -1.554 0.46 -0.01 -0.09 -0.193
C 4.700 -2.552 -5.678 -1.26 0.69 -1.04 -0.483
C -7.419 2.682 8.161 -0.01 -0.01 -0.02 -0.066
C 0.949 7.230 5.302 -0.04 0.07 -0.22 -0.159
C -3.355 -0.304 -0.744 -0.18 -0.34 -0.49 -0.219
C -7.517 1.972 5.512 -0.01 0.00 0.04 -0.152
C 1.188 9.180 -0.551 2.47 -1.68 -2.76 -0.250
C -0.258 9.620 0.843 -3.18 2.09 3.67 -0.243
C -4.104 1.842 0.344 0.09 -0.46 0.11 -0.207
C -1.493 -2.303 -2.205 1.27 -0.46 0.36 -0.199
C -6.926 1.109 6.414 0.10 -0.17 0.10 -0.004
C -2.046 6.395 3.178 -0.24 0.62 0.26 -0.227
C -0.308 -3.304 -2.105 -0.34 -0.83 0.18 -0.227
C 7.404 -9.222 -1.254 0.08 -0.05 0.00 -0.660
C 1.732 -3.906 -2.958 0.78 0.46 -0.60 -0.352
C -6.878 1.472 7.749 -0.06 0.09 0.01 -0.063
C 0.576 -5.617 -1.709 -0.48 0.32 1.52 -0.121
C -0.393 6.556 5.056 0.17 0.67 -0.14 -0.296
C 11.706 -2.000 -1.661 -4.49 1.94 -1.62 -0.305
C -5.040 5.173 2.079 0.30 -0.18 0.24 -0.211
C -3.363 7.012 2.713 0.15 -0.40 -0.67 -0.210
C -4.452 4.124 3.022 -0.18 -0.30 -0.33 -0.198
C -8.054 3.184 5.899 -0.10 0.19 0.01 -0.002
C 13.244 -3.067 -0.949 3.84 -1.58 1.26 -0.272
C -1.589 -5.398 -2.860 0.60 0.36 1.16 -0.083
C -4.543 0.470 -0.191 0.44 0.14 0.18 -0.198
C 5.991 -8.732 -1.408 -0.02 -0.03 -0.11 -0.641
C -3.990 1.877 1.862 0.42 0.47 -0.05 -0.200
C -4.052 6.226 1.586 -0.33 0.40 0.27 -0.218
C -8.004 3.538 7.237 0.03 -0.08 0.06 -0.061
C -2.742 -2.708 -1.427 -0.95 0.96 -0.60 -0.186
C -3.403 3.217 2.352 -0.57 0.04 0.26 -0.183
C -1.193 7.360 4.014 0.07 -1.26 0.12 -0.216
C -0.692 -4.745 -1.759 0.13 -0.04 -1.65 -0.249
Be 6.327 -4.371 -4.795 -1.28 -2.75 -1.08 0.201
H 7.951 -9.029 -2.175 -0.02 0.06 -0.02 0.078
H -0.993 -5.878 -3.627 0.02 -0.21 -0.05 0.094
H -2.204 -4.680 -3.349 -0.54 -0.50 0.66 -0.063
H -2.989 3.733 1.488 0.26 0.11 0.03 0.092
H -2.274 -6.094 -2.381 -0.29 -0.26 -0.53 0.068
H 5.957 -7.651 -1.508 0.01 0.03 0.09 0.052
H -0.935 6.560 6.029 0.47 -0.31 -0.25 0.059
H -5.492 4.646 1.235 -0.11 0.05 -0.13 0.100
H -4.950 -0.127 0.625 -0.34 0.03 0.03 0.116
H -5.845 5.680 2.614 -0.14 0.09 -0.06 0.107
H -4.064 7.128 3.540 0.04 0.13 0.18 0.117
H -3.105 2.057 -0.039 0.04 0.15 -0.22 0.103
H 1.559 6.685 6.015 -0.01 0.03 0.21 0.058
H 0.364 9.954 1.696 0.96 -0.71 -0.43 0.121
H 0.510 8.876 -1.371 -0.60 0.52 0.32 0.110
H 0.376 -2.919 -1.348 -0.09 0.05 0.25 0.157
H -4.755 -1.892 -1.327 -0.09 -0.02 0.21 0.121
H 0.637 -2.454 -3.703 0.60 -0.16 -0.41 0.138
H 2.675 -2.449 -6.423 -0.34 0.51 0.30 0.134
H -3.249 -3.592 -1.809 0.34 -0.36 0.06 0.116
H 11.045 -1.962 -0.770 0.89 -0.15 0.62 0.108
H -5.281 3.482 3.327 -0.08 -0.01 0.24 0.083
H 0.408 -6.500 -2.313 0.21 0.01 -0.32 0.106
H -4.621 6.943 0.991 -0.05 -0.03 -0.21 0.100
H 7.435 -10.289 -1.047 -0.01 0.00 0.05 0.068
H -1.488 6.080 2.295 0.11 -0.14 -0.02 0.107
H 1.594 8.280 -0.055 -0.23 0.33 0.77 0.116
H 5.091 -2.715 -4.672 0.45 -0.06 -0.03 -0.003
H -8.421 4.481 7.558 0.01 0.03 -0.01 0.109
H -0.191 5.550 4.677 -0.20 -0.15 -0.02 0.092
H 3.762 -3.571 -3.052 0.11 -0.08 -0.04 0.162
H -2.590 3.039 3.049 0.15 -0.03 0.02 0.108
H -7.384 2.961 9.206 0.03 0.02 0.01 0.108
H 3.042 -3.938 -5.604 -0.04 -0.13 0.35 0.127
H 4.791 -5.787 -3.537 0.51 -0.49 -0.07 0.026
H 1.509 7.325 4.360 0.08 -0.07 -0.08 0.050
H -3.293 5.808 0.925 0.04 -0.12 -0.07 0.096
H 3.971 -0.629 -6.368 -0.09 0.13 -0.02 0.074
H -3.307 1.092 2.190 -0.12 -0.32 -0.09 0.110
H 0.713 -5.988 -0.698 0.25 0.04 0.12 0.130
H -6.508 0.170 6.084 -0.02 0.01 -0.10 0.118
H 3.311 -7.589 -1.230 -0.08 -0.48 0.27 0.043
H -8.503 3.844 5.172 0.02 -0.06 -0.09 0.119
H -5.316 0.579 -0.949 -0.06 -0.08 -0.13 0.112
H 11.265 -2.741 -2.364 1.02 -0.45 -0.05 0.068
H -2.773 0.347 -1.397 0.12 0.17 0.05 0.107
H -1.135 -1.359 -1.800 -0.01 0.16 0.04 0.124
H 4.656 -3.706 -7.254 0.19 -0.45 -0.07 0.113
H -2.527 -2.839 -0.370 0.21 -0.25 0.05 0.131
H -0.497 7.884 3.361 -0.14 0.35 -0.09 0.076
H 5.522 -1.112 -7.029 0.27 0.17 0.03 0.089
H -1.222 -4.765 -0.815 0.11 -0.01 0.22 0.141
H 13.870 -3.070 -1.862 -0.79 0.05 -0.52 0.112
H -3.138 7.999 2.311 0.01 0.21 0.15 0.092
H -1.679 -2.073 -3.255 0.20 0.69 1.15 -0.003
H -1.849 8.053 4.538 0.08 0.31 -0.02 0.115
H 5.392 -0.515 -5.342 0.23 0.14 -0.08 0.072
H -3.524 -7.648 -3.016 -0.14 -0.11 -0.12 -0.192
H 13.644 -2.305 -0.255 -0.88 0.35 0.10 0.113
H 4.275 -6.040 -5.147 -0.31 -0.21 -0.70 -0.140
H -3.747 -1.258 -2.612 -0.38 0.03 -0.12 0.100
H 0.779 8.236 5.676 0.06 0.06 0.26 0.063
H -2.221 5.522 3.801 -0.10 -0.20 -0.09 0.085
H -4.066 4.578 3.929 0.09 0.16 0.03 0.100
H 5.541 -9.176 -2.294 -0.02 -0.06 0.03 0.084
H -4.757 2.630 -0.025 -0.12 0.12 0.11 0.108
H -2.687 -0.617 0.062 0.01 0.14 0.21 0.120
H -6.419 0.809 8.470 0.02 -0.01 0.00 0.108
H -0.713 10.531 0.404 0.37 -0.36 -1.13 0.115
H -4.963 1.686 2.309 -0.08 -0.08 0.11 0.092
```
Forces are in eV/Å.

Properties
DFT total energy (hartree): -4786.65238
Gap between HOMO and LUMO (eV): 2.64
Charge: -1
Spin multiplicity: 1
Lowest unoccupied orbital energy (eV): -0.906
Max |F| (eV Å⁻¹): 5.287

***

A molecular structure, C26H18Cl2N4O7Ti, computed with the ωB97M-V functional and the def2-TZVPD basis.

XYZ file:
```
58
Properties=species:S:1:pos:R:3:forces:R:3:lowdin_charge:R:1
Ti -0.432 -0.052 0.742 -0.03 -0.56 -0.70 1.222
Cl 1.910 -1.428 7.053 0.02 -0.01 -0.05 0.581
Cl 3.460 -3.552 5.217 -0.06 0.07 -0.01 0.585
O -4.342 1.533 0.532 -0.11 -0.03 0.03 0.046
O -3.546 -2.626 0.093 -0.09 -0.05 0.09 0.067
O -1.590 -1.627 0.526 -0.41 -0.39 -0.40 -0.104
O -0.840 0.272 -1.460 -0.22 0.00 -0.10 -0.174
O 1.569 -3.540 0.582 -0.04 -0.05 -0.04 -0.021
O -2.230 0.905 0.912 -0.35 0.12 -0.11 -0.096
O -0.435 2.055 4.164 -0.04 0.07 0.14 0.032
N -0.228 0.289 2.644 0.37 0.10 0.64 -0.013
N 0.340 1.819 0.691 0.09 0.76 0.05 -0.029
N 1.031 -1.356 1.201 0.07 -0.10 0.61 -0.018
N 1.771 -0.497 -1.292 -0.08 0.11 0.04 0.071
C 2.331 -2.404 4.524 -0.01 0.03 0.02 -0.684
C 0.693 4.596 0.930 0.04 -0.02 -0.08 -0.108
C 2.015 -2.781 -2.085 0.00 0.04 0.00 -0.051
C 0.197 3.868 1.983 -0.12 0.05 0.02 -0.032
C -2.776 -0.994 -1.453 0.09 0.13 -0.09 -0.088
C 1.434 -2.337 0.285 0.15 0.19 -0.05 -0.479
C -1.405 -0.891 -2.137 -0.05 0.18 0.10 -0.220
C 0.849 2.552 -0.332 -0.10 -0.18 0.08 -0.147
C 1.669 -1.482 5.320 0.01 -0.06 0.04 -0.693
C 1.237 -1.539 2.562 -0.05 -0.12 -0.39 -0.196
C 0.018 2.491 1.868 0.23 -0.17 -0.05 -0.189
C -1.533 -0.389 -3.571 -0.07 0.08 -0.03 -0.084
C 2.114 -0.097 -2.502 -0.01 -0.10 -0.01 -0.211
C 0.776 -0.584 4.747 -0.21 -0.04 0.08 -0.047
C 2.121 -2.438 3.154 0.03 -0.16 0.05 -0.042
C -0.287 1.636 3.020 0.21 -0.22 -0.21 -0.446
C 1.038 3.900 -0.266 -0.02 0.16 0.10 -0.100
C -3.135 0.522 -1.249 0.06 -0.14 -0.15 -0.088
C 2.418 -0.938 -3.574 -0.03 0.12 0.03 -0.138
C 2.348 -2.330 -3.330 -0.01 -0.08 0.03 -0.136
C -3.296 1.004 0.189 0.32 0.10 0.30 -0.577
C -1.888 1.205 -1.831 0.06 -0.20 0.01 -0.232
C -2.674 -1.821 -0.171 0.33 0.09 0.18 -0.560
C -1.851 1.114 -3.353 -0.02 -0.07 -0.04 -0.087
C 0.540 -0.628 3.384 0.05 0.52 -0.12 -0.183
C 1.719 -1.846 -1.045 -0.03 -0.14 0.01 -0.237
H -2.322 -0.923 -4.102 0.01 0.02 -0.01 0.113
H -3.510 -1.489 -2.084 -0.06 0.02 -0.07 0.146
H -2.799 1.429 -3.792 0.01 -0.01 -0.01 0.111
H 2.640 -3.161 2.543 -0.02 0.02 0.01 0.098
H -0.051 4.317 2.937 0.00 0.02 -0.02 0.110
H -1.665 2.181 -1.413 0.04 0.03 0.06 0.158
H 1.108 1.985 -1.216 -0.03 -0.02 0.03 0.074
H 0.257 0.141 5.355 0.03 0.01 0.00 0.098
H -0.748 -1.742 -1.996 0.07 -0.02 0.05 0.154
H 0.842 5.666 1.012 -0.01 -0.02 0.00 0.080
H 2.691 -0.531 -4.539 0.00 0.00 0.01 0.063
H 1.462 4.417 -1.117 0.00 0.01 0.01 0.082
H 1.959 -3.834 -1.843 0.00 0.02 -0.01 0.097
H 2.564 -3.036 -4.127 0.00 -0.01 0.01 0.081
H -1.055 1.746 -3.749 -0.01 -0.01 -0.01 0.111
H -4.040 0.797 -1.784 -0.03 -0.03 -0.08 0.146
H -0.593 -0.528 -4.103 0.02 0.01 0.00 0.102
H 2.148 0.983 -2.655 0.01 -0.02 -0.01 0.086
```
Forces are in eV/Å.

Properties
DFT total energy (hartree): -3517.39332
Gap between HOMO and LUMO (spin up / spin down) (eV): 3.98 / 6.53
Energy relative to the best compared isomer or geometry (same formula, charge and spin) (kJ/mol): 8.4
Charge: -2
Spin multiplicity: 3
Lowest unoccupied orbital energy (spin up / spin down) (eV): 4.432 / 4.414
⟨S²⟩: 2.0440
Max |F| (eV Å⁻¹): 0.898

***

A single C18H22N4O4S molecule at a distorted geometry, computed with the ωB97M-V functional and the def2-TZVPD basis.

XYZ file:
```
49
Properties=species:S:1:pos:R:3:forces:R:3:lowdin_charge:R:1
S -0.273 -2.074 -1.603 -0.18 -0.37 0.16 1.038
O 1.372 -0.080 -0.982 -0.09 -0.13 0.03 0.071
O 3.925 -0.939 6.250 -0.07 -0.10 -0.34 -0.077
O -3.095 -3.621 -3.159 0.04 -0.39 -0.10 0.049
O 2.100 3.017 1.613 -0.09 0.16 0.11 0.075
N 3.139 1.420 0.408 0.15 -0.21 -0.25 0.070
N 0.425 0.194 -2.947 -0.67 -1.32 0.19 0.024
N -3.364 -1.443 -2.664 -0.34 0.15 0.15 -0.062
N 1.233 1.252 -2.720 1.08 1.14 0.57 0.098
C 2.741 1.971 -0.859 0.06 0.25 0.15 -0.082
C 3.107 -0.215 2.811 0.04 0.17 0.07 -0.025
C -4.790 -1.618 -2.460 -0.33 -0.36 -0.17 -0.140
C 3.635 -0.181 5.164 -0.06 -0.02 -0.22 -0.272
C -3.682 0.766 -3.648 -0.07 0.05 0.31 -0.168
C -5.580 -0.844 -3.513 0.02 0.14 0.28 -0.173
C -2.623 -2.509 -3.016 0.39 0.06 0.03 -0.528
C 3.246 1.871 3.983 -0.06 -0.07 -0.34 -0.005
C 3.399 -0.884 3.979 0.08 -0.06 0.24 0.006
C -2.946 -0.061 -2.591 0.23 0.32 -0.26 -0.154
C 3.552 1.209 5.156 0.08 -0.14 0.29 -0.006
C 3.038 1.178 2.796 -0.06 0.02 0.36 -0.145
C 0.524 -0.578 -1.907 -0.06 0.47 -0.73 -0.688
C -1.122 -2.305 -3.210 0.16 -0.12 0.18 -0.320
C 1.778 1.082 -1.565 -0.29 0.16 -0.63 -0.306
C -5.191 0.631 -3.470 0.07 -0.12 -0.30 -0.207
C 4.146 -0.298 7.485 0.04 0.13 0.23 -0.084
C 2.695 1.958 1.580 0.12 -0.02 -0.07 -0.445
H 5.008 0.374 7.440 -0.04 -0.02 0.00 0.096
H -3.375 1.808 -3.562 0.05 0.04 -0.04 0.114
H -5.044 -1.252 -1.459 0.00 -0.02 0.00 0.131
H 3.595 0.523 0.413 0.02 0.13 0.11 0.133
H -5.713 1.182 -4.255 -0.05 0.07 0.05 0.108
H -5.005 -2.686 -2.517 0.01 0.17 0.10 0.120
H 2.893 -0.790 1.921 -0.01 -0.06 -0.09 0.111
H 3.716 1.782 6.055 0.03 0.02 0.09 0.105
H 3.167 2.948 3.971 -0.02 0.09 0.01 0.122
H -0.727 -3.227 -3.637 -0.11 0.15 -0.01 0.087
H -5.485 1.058 -2.508 -0.04 0.06 0.04 0.113
H -3.197 0.318 -1.592 0.08 0.00 -0.02 0.136
H 3.445 -1.961 4.007 -0.01 -0.12 0.00 0.120
H 4.349 -1.096 8.197 -0.01 0.10 -0.02 0.094
H -1.874 0.040 -2.738 -0.08 -0.05 0.08 0.075
H -6.647 -0.966 -3.326 -0.04 -0.05 -0.04 0.111
H -3.397 0.409 -4.639 0.07 0.01 -0.06 0.119
H -5.357 -1.256 -4.499 -0.03 -0.06 -0.04 0.120
H 3.263 0.261 7.810 0.04 -0.01 -0.02 0.097
H 2.258 2.933 -0.647 0.14 -0.19 -0.11 0.136
H 3.605 2.152 -1.509 -0.14 -0.01 0.10 0.138
H -0.866 -1.455 -3.837 -0.02 -0.02 -0.04 0.072
```
Forces are in eV/Å.

Properties
DFT total energy (hartree): -1617.29180
Gap between HOMO and LUMO (eV): 9.37
SMILES: COc1ccc(C(=O)NCc2nnc(SCC(=O)N3CCCCC3)o2)cc1
Energy relative to the best compared isomer or geometry (same formula, charge and spin) (kJ/mol): 191.5
Spin multiplicity: 1
Lowest unoccupied orbital energy (eV): 0.455
Max |F| (eV Å⁻¹): 1.666

***

- DFT total energy of number 1 (C36H70BeCl2FKMgN4O13P)?
  -4786.65238 hartree